322
Properties=species:S:1:pos:R:3 method="wB97M-V/def2-TZVPD" energy_ha=-5891.272600 relative_energy_kj_mol=440.9 homo_lumo_gap_ha=0.3232 fmax_ev_per_a=4.6 homo_ev=-8.3
C 24.68 20.39 25.65
C 25.35 19.94 24.35
C 26.70 19.13 24.47
O 27.56 19.89 25.32
C 28.81 19.33 25.47
N 24.38 19.12 23.62
H 25.32 21.01 26.27
H 24.29 19.56 26.23
H 23.80 21.01 25.51
H 25.55 20.78 23.68
H 27.06 18.98 23.46
H 26.48 18.16 24.93
H 28.86 18.47 26.14
H 29.34 20.12 26.01
H 29.31 19.12 24.53
H 24.76 18.94 22.70
H 23.52 19.59 23.40
C 23.23 22.31 29.69
C 21.87 21.86 29.24
C 22.01 20.78 28.05
O 20.68 20.44 27.58
C 20.68 19.35 26.59
N 21.22 21.24 30.39
H 23.05 23.13 30.39
H 23.88 22.70 28.91
H 23.82 21.52 30.16
H 21.36 22.76 28.90
H 22.49 19.89 28.45
H 22.63 21.25 27.28
H 21.13 19.77 25.69
H 19.69 18.93 26.43
H 21.25 18.55 27.06
H 21.83 20.53 30.78
H 20.37 20.76 30.16
C 18.73 16.42 22.67
O 19.49 15.21 22.52
C 19.01 14.40 21.43
C 19.88 13.14 21.24
N 21.28 13.54 21.07
C 22.06 12.35 20.87
C 23.55 12.61 21.22
O 23.82 12.81 22.56
C 25.19 12.97 22.92
H 17.66 16.24 22.79
H 18.91 17.09 21.83
H 19.04 16.95 23.57
H 19.07 14.97 20.50
H 17.95 14.24 21.60
H 19.58 12.64 20.32
H 19.74 12.48 22.10
H 21.59 14.03 21.90
H 21.92 11.88 19.90
H 21.80 11.54 21.55
H 24.01 13.40 20.63
H 24.12 11.69 21.06
H 25.69 12.02 23.08
H 25.22 13.45 23.90
H 25.69 13.55 22.14
C 21.19 20.42 14.00
O 22.28 20.34 14.88
C 22.90 19.02 14.88
C 23.97 18.95 15.98
N 23.63 19.73 17.14
C 24.54 19.42 18.21
C 24.06 20.10 19.50
O 24.96 19.84 20.57
C 26.06 20.75 20.72
H 20.58 19.52 13.95
H 21.56 20.91 13.09
H 20.55 21.25 14.32
H 23.28 18.73 13.90
H 22.15 18.26 15.09
H 24.86 19.49 15.62
H 24.23 17.93 16.24
H 22.63 19.65 17.30
H 25.51 19.88 18.07
H 24.48 18.35 18.39
H 23.12 19.72 19.91
H 23.94 21.18 19.39
H 26.79 20.34 21.43
H 25.85 21.76 21.06
H 26.68 20.89 19.84
C 14.25 26.34 27.44
O 14.80 25.84 28.66
C 15.74 24.72 28.50
C 16.31 24.19 29.86
N 15.26 23.76 30.84
C 15.86 23.50 32.17
C 14.71 23.04 33.16
O 13.85 24.09 33.51
C 12.88 23.87 34.56
H 13.41 25.80 27.01
H 14.91 26.47 26.58
H 13.92 27.36 27.64
H 16.58 24.93 27.84
H 15.13 23.95 28.03
H 16.89 25.04 30.22
H 17.03 23.41 29.62
H 14.70 24.59 30.91
H 16.46 24.37 32.46
H 16.59 22.71 32.01
H 15.24 22.62 34.02
H 14.14 22.20 32.76
H 12.54 24.88 34.83
H 13.18 23.48 35.53
H 12.02 23.39 34.09
C 12.61 21.19 22.01
O 12.12 20.16 22.91
C 12.89 20.17 24.08
C 12.55 21.17 25.18
N 11.26 20.95 25.87
C 11.19 19.89 26.85
C 11.72 20.33 28.18
O 13.15 20.20 28.11
C 13.79 20.76 29.23
H 12.26 22.17 22.33
H 12.17 21.04 21.02
H 13.70 21.16 21.97
H 13.96 20.27 23.91
H 12.87 19.22 24.60
H 12.51 22.16 24.72
H 13.39 21.26 25.87
H 10.96 21.81 26.32
H 11.72 19.01 26.48
H 10.16 19.57 26.89
H 11.30 19.62 28.89
H 11.30 21.31 28.41
H 14.86 20.67 29.04
H 13.62 20.43 30.25
H 13.55 21.82 29.15
C 12.96 15.09 30.06
O 13.72 16.02 29.27
C 13.08 16.39 28.03
C 14.02 17.39 27.36
N 15.14 16.61 26.76
C 16.04 17.51 26.11
C 17.36 16.77 26.18
O 17.60 16.44 27.54
C 18.91 15.87 27.78
H 12.26 14.51 29.47
H 12.36 15.51 30.87
H 13.75 14.46 30.48
H 12.11 16.84 28.22
H 12.97 15.57 27.33
H 14.36 18.05 28.16
H 13.60 18.11 26.66
H 15.70 16.37 27.56
H 16.07 18.46 26.65
H 15.76 17.76 25.09
H 18.12 17.36 25.68
H 17.26 15.83 25.64
H 19.12 15.07 27.07
H 18.79 15.39 28.76
H 19.72 16.59 27.69
C 23.34 26.53 23.42
O 22.22 27.11 22.68
C 22.54 28.39 22.17
C 21.54 28.94 21.10
N 20.20 29.12 21.67
C 19.34 29.77 20.66
C 19.49 31.27 20.53
O 18.47 31.59 19.56
C 18.42 33.01 19.31
H 24.21 26.39 22.79
H 23.09 25.57 23.87
H 23.67 27.21 24.20
H 23.51 28.51 21.68
H 22.67 29.04 23.04
H 21.51 28.36 20.18
H 21.89 29.94 20.82
H 19.81 28.21 21.79
H 18.35 29.58 21.07
H 19.32 29.11 19.80
H 20.38 31.63 20.00
H 19.39 31.85 21.45
H 17.66 33.16 18.54
H 19.29 33.40 18.77
H 18.33 33.57 20.23
C 17.26 19.66 12.62
O 16.31 19.83 13.71
C 16.53 18.94 14.79
C 15.63 19.21 15.97
N 16.15 20.38 16.73
C 15.23 20.80 17.77
C 15.83 21.93 18.60
O 14.99 22.12 19.77
C 15.53 23.18 20.62
H 18.30 19.55 12.92
H 17.13 20.41 11.84
H 17.02 18.77 12.02
H 17.58 18.88 15.06
H 16.28 17.92 14.49
H 15.50 18.35 16.63
H 14.62 19.33 15.59
H 16.36 21.14 16.11
H 14.90 20.01 18.44
H 14.32 21.18 17.29
H 15.87 22.87 18.04
H 16.80 21.62 18.98
H 15.86 24.08 20.09
H 16.26 22.79 21.32
H 14.73 23.43 21.33
C 22.43 22.86 23.35
O 21.85 21.65 23.56
C 21.34 20.88 22.42
C 20.55 19.65 22.76
N 19.33 19.83 23.57
C 18.26 20.55 22.77
C 17.01 20.84 23.61
O 17.33 21.88 24.54
C 16.19 22.38 25.32
H 23.35 22.81 22.77
H 22.68 23.18 24.37
H 21.68 23.46 22.84
H 22.29 20.59 21.96
H 20.76 21.61 21.85
H 21.19 19.01 23.37
H 20.23 19.05 21.91
H 19.59 20.52 24.27
H 17.97 19.95 21.91
H 18.69 21.45 22.33
H 16.67 19.95 24.15
H 16.18 21.10 22.96
H 15.68 21.57 25.86
H 15.47 22.84 24.65
H 16.46 23.07 26.12
C 10.80 33.78 24.02
O 11.42 32.65 24.69
C 11.63 31.49 23.91
C 11.58 30.17 24.78
N 11.95 28.90 24.12
C 13.40 28.91 23.75
C 13.78 27.54 23.14
O 13.71 26.57 24.19
C 13.81 25.23 23.77
H 9.78 33.62 23.69
H 11.30 34.19 23.14
H 10.60 34.62 24.68
H 12.60 31.61 23.41
H 10.90 31.42 23.11
H 10.62 30.09 25.28
H 12.20 30.39 25.65
H 11.64 28.07 24.60
H 13.98 29.02 24.66
H 13.57 29.72 23.04
H 14.84 27.59 22.93
H 13.16 27.30 22.28
H 13.15 24.97 22.94
H 13.49 24.64 24.62
H 14.85 25.05 23.50
C 19.33 25.65 22.61
O 18.53 26.83 22.56
C 17.90 27.14 23.84
C 17.45 28.61 23.99
N 18.65 29.38 24.28
C 18.50 30.82 24.27
C 19.87 31.42 24.48
O 19.95 32.74 24.06
C 21.28 33.31 24.01
H 19.67 25.27 21.64
H 18.91 24.81 23.16
H 20.23 25.77 23.21
H 18.55 26.83 24.66
H 16.98 26.57 23.94
H 16.74 28.62 24.81
H 16.90 29.00 23.13
H 19.30 29.14 23.54
H 17.77 31.14 25.02
H 18.16 31.17 23.30
H 20.57 30.82 23.90
H 20.19 31.31 25.51
H 21.76 33.45 24.98
H 21.24 34.28 23.53
H 21.95 32.76 23.34
C 25.59 26.90 19.32
O 26.50 26.39 20.25
C 26.70 24.98 20.28
C 27.36 24.41 21.56
N 26.38 24.18 22.60
C 27.04 23.77 23.83
C 26.08 23.65 25.01
O 25.48 24.87 25.46
C 24.64 24.64 26.57
H 25.59 26.42 18.34
H 25.87 27.93 19.12
H 24.54 26.93 19.63
H 27.25 24.72 19.38
H 25.70 24.57 20.14
H 28.20 25.02 21.91
H 27.82 23.46 21.30
H 26.02 25.12 22.72
H 27.79 24.47 24.19
H 27.53 22.79 23.78
H 26.55 23.25 25.91
H 25.23 23.01 24.79
H 25.21 24.35 27.45
H 23.86 23.88 26.46
H 24.24 25.63 26.81
C 20.81 23.03 19.36
O 20.18 21.81 19.24
C 20.00 21.48 17.86
C 19.65 19.94 17.73
N 20.73 19.08 18.21
C 20.44 17.63 18.33
C 21.47 16.97 19.30
O 21.39 17.60 20.53
C 22.33 17.05 21.51
H 20.33 23.82 18.78
H 21.85 23.04 19.05
H 20.75 23.38 20.39
H 20.91 21.62 17.28
H 19.21 22.08 17.41
H 19.45 19.65 16.70
H 18.68 19.76 18.21
H 21.00 19.47 19.10
H 20.46 17.17 17.34
H 19.42 17.52 18.70
H 22.50 16.99 18.93
H 21.08 15.95 19.37
H 22.42 15.99 21.27
H 22.10 17.11 22.57
H 23.32 17.51 21.40

***

44
Properties=species:S:1:pos:R:3 method="wB97M-V/def2-TZVPD" energy_ha=-1364.611955 relative_energy_kj_mol=0.0 homo_lumo_gap_ha=0.2796 fmax_ev_per_a=0.7 total_charge=+1 homo_ev=-11.7
Au -0.35 1.24 1.48
C -2.14 2.38 2.24
C -1.12 2.39 3.25
C -1.17 1.09 3.90
C -2.12 0.30 3.28
C -2.67 1.07 2.20
H -2.46 3.22 1.65
H -0.59 3.25 3.61
H -0.52 0.79 4.71
H -2.35 -0.73 3.51
H -3.43 0.74 1.51
C -1.76 -4.17 -0.39
C -2.47 -3.06 -0.82
C -1.87 -1.81 -0.84
C -0.55 -1.68 -0.41
C 0.17 -2.79 0.03
C -0.44 -4.04 0.03
P 0.19 -0.05 -0.39
C 0.01 0.71 -2.00
C -0.14 -0.06 -3.15
C -0.20 0.56 -4.39
C -0.11 1.94 -4.48
C 0.04 2.71 -3.33
C 0.10 2.10 -2.09
C 1.84 -0.02 0.25
C 3.10 -0.47 -0.11
C 4.16 -0.14 0.71
C 3.96 0.65 1.85
C 2.70 1.12 2.20
C 1.64 0.77 1.38
H -2.23 -5.14 -0.38
H -3.50 -3.17 -1.15
H -2.43 -0.94 -1.18
H 1.19 -2.68 0.37
H 0.11 -4.90 0.37
H -0.21 -1.14 -3.08
H -0.32 -0.04 -5.28
H -0.16 2.42 -5.45
H 0.11 3.79 -3.41
H 0.21 2.69 -1.19
H 3.25 -1.07 -1.01
H 5.16 -0.48 0.47
H 4.81 0.90 2.47
H 2.57 1.74 3.07

***

19
Properties=species:S:1:pos:R:3 method="wB97M-V/def2-TZVPD" energy_ha=-476.577498 relative_energy_kj_mol=263.0 homo_lumo_gap_ha=0.3831 fmax_ev_per_a=7.1 homo_ev=-10.1
H -1.61 0.03 -0.98
O -2.56 -0.59 -0.54
N -0.45 0.37 -1.26
H -3.18 -0.02 -0.16
H -0.42 0.94 -1.98
H 0.09 -0.45 -1.34
C 0.24 1.03 -0.02
H -0.28 2.02 0.13
C -0.05 0.28 1.34
O 0.72 0.44 2.26
O -0.84 -0.77 1.26
H -1.82 -0.87 0.43
C 1.75 1.20 -0.10
H 2.13 0.81 -1.11
H 2.19 2.22 0.16
H 2.30 0.62 0.74
O 0.98 -2.55 0.22
H 0.06 -2.68 -0.06
H 0.77 -2.02 1.03

***

45
Properties=species:S:1:pos:R:3 method="wB97M-V/def2-TZVPD" energy_ha=-1814.767031 homo_lumo_gap_ha=0.2754 fmax_ev_per_a=10.2 total_charge=+1 homo_ev=-11.5
C -2.70 -2.43 0.38
C -2.57 -1.07 -0.08
C -1.19 -0.30 -0.23
C -0.84 0.70 0.95
C -1.79 0.91 2.23
C -3.26 1.45 1.88
O -4.28 0.44 2.04
C -4.49 0.08 3.43
C -3.98 -1.43 3.76
C 0.48 1.56 0.91
C 1.38 1.35 -0.33
C 1.04 0.34 -1.49
C -0.27 -0.53 -1.46
C -0.52 -1.50 -2.67
F -1.59 -2.44 -2.55
F -0.86 -0.63 -3.84
F 0.65 -2.29 -3.06
C 2.10 0.31 -2.69
O 1.83 0.25 -3.91
C 3.65 0.41 -2.24
C 4.79 -0.42 -2.85
Cl 4.50 -1.67 -4.14
C 6.28 -0.25 -2.35
C 6.60 0.81 -1.23
C 5.44 1.64 -0.60
C 3.99 1.43 -1.09
C 2.74 2.23 -0.45
O 2.80 3.42 -0.06
H -2.05 -2.84 1.23
H -3.50 -3.12 -0.05
H -3.54 -0.54 -0.34
H -1.28 1.67 2.92
H -1.78 -0.09 2.81
H -3.55 2.38 2.49
H -3.24 1.74 0.76
H -5.64 0.04 3.59
H -4.09 0.85 4.18
H -4.84 -2.20 3.69
H -3.48 -1.48 4.81
H -3.16 -1.77 3.02
H 0.74 2.31 1.72
H 7.10 -0.88 -2.84
H 7.70 0.91 -0.94
H 5.70 2.39 0.22
Cs -1.03 -1.74 -5.55